(1)
Molecular formula: C3H5IOS
Method: DFT, the ωB97M-V functional and the def2-TZVPD basis

Calculated values
Energy above the lowest of the compared OMol25 structures with the same formula, charge and spin = 378.23 kJ/mol
Orbital gap (spin up / spin down) = 9.756 / 5.239 eV
HOMO (spin up / spin down) = -9.3 / -7.2 eV
LUMO energy (spin up / spin down) = 0.504 / -2.004 eV

ORCA input file:
```
! wB97M-V def2-TZVPD RIJCOSX def2/J DEFGRID3
* xyz 0 1
C -0.5078 0.4785 -0.3802
C -1.1582 0.1445 0.9372
C 1.4034 -0.9123 -0.9852
O 0.0815 -0.7363 -0.9938
S -0.0103 -0.2262 2.2963
I 2.8422 0.5992 -0.9322
H -1.2790 1.0267 -0.9408
H 0.4527 1.0482 -0.2808
H -1.5116 1.1438 1.1544
H -2.0899 -0.6324 0.9359
H 1.7769 -1.9337 -0.8109
*
```

=====

(2)
Molecular formula: C3H5IOS
Method: DFT, the ωB97M-V functional and the def2-TZVPD basis

Calculated values
Energy above the lowest of the compared OMol25 structures with the same formula, charge and spin = 210.62 kJ/mol
Orbital gap = 7.169 eV
HOMO = -8.3 eV
LUMO energy = -1.089 eV

ORCA input file:
```
! wB97M-V def2-TZVPD RIJCOSX def2/J DEFGRID3
* xyz 0 1
C -1.3627 -1.5536 0.2009
C 1.4077 -0.0985 0.2129
C 0.5293 0.5679 -0.8147
O -1.8133 -2.5425 -0.1741
S -0.6982 1.5652 -0.4792
I -3.1496 0.6926 0.3699
H 2.4848 0.1526 0.1834
H 1.4560 -1.2551 0.3027
H 0.9755 0.2736 1.2485
H 0.3547 0.0872 -1.7554
H -0.1841 2.1106 0.7051
*
```

=====

(3)
Molecular formula: C3H5IS
Method: DFT, the ωB97M-V functional and the def2-TZVPD basis

Calculated values
Energy above the lowest of the compared OMol25 structures with the same formula, charge and spin = 402.15 kJ/mol
Orbital gap (spin up / spin down) = 8.369 / 7.776 eV
HOMO (spin up / spin down) = -9.4 / -8.4 eV
LUMO energy (spin up / spin down) = -0.990 / -0.586 eV

ORCA input file:
```
! wB97M-V def2-TZVPD RIJCOSX def2/J DEFGRID3
* xyz 0 1
C 1.0980 -1.0613 -0.3189
C -0.1104 -0.6143 -0.6422
C -0.6101 0.5647 0.1399
S 0.1574 1.2642 1.6821
I -2.6560 0.8187 -0.0912
H 1.5331 -1.7505 -0.9947
H 1.6203 -0.4983 0.3618
H -0.8040 -0.8916 -1.3835
H 0.1999 1.7100 -1.3919
H -0.4283 0.4583 2.6386
*
```

=====

(4)
Molecular formula: C3H5InO3
Method: DFT, the ωB97M-V functional and the def2-TZVPD basis

Calculated values
Energy above the lowest of the compared OMol25 structures with the same formula, charge and spin = 68.97 kJ/mol
Orbital gap (spin up / spin down) = 9.952 / 7.052 eV
HOMO (spin up / spin down) = -14.8 / -15.2 eV
LUMO energy (spin up / spin down) = -4.891 / -8.110 eV

ORCA input file:
```
! wB97M-V def2-TZVPD RIJCOSX def2/J DEFGRID3
* xyz 1 2
H 0.5297 -1.7064 -0.7651
O -1.1182 -0.9461 0.4380
C 0.1993 -0.8558 -0.0463
C -1.5219 0.3308 0.9093
O 1.1787 -1.2080 0.7992
O 0.3929 0.5810 -0.3264
C -0.8315 1.2668 -0.0676
H -1.1754 0.5003 1.9429
H -2.6153 0.3907 0.8784
H -0.6115 2.2575 0.3455
H -1.3995 1.3709 -1.0026
In 2.0313 0.5082 0.9633
*
```

=====

(5)
Molecular formula: C3H5IrO3
Method: DFT, the ωB97M-V functional and the def2-TZVPD basis

Calculated values
Energy above the lowest of the compared OMol25 structures with the same formula, charge and spin = 530.69 kJ/mol
Orbital gap (spin up / spin down) = 8.497 / 6.589 eV
HOMO (spin up / spin down) = -19.3 / -19.6 eV
LUMO energy (spin up / spin down) = -10.782 / -13.036 eV

ORCA input file:
```
! wB97M-V def2-TZVPD RIJCOSX def2/J DEFGRID3
* xyz 2 5
H -1.0594 -0.9557 1.0356
C 0.5188 0.3907 1.6667
C 0.7460 -0.5053 0.6083
O 0.3142 0.1131 -0.6182
C 0.5637 -0.4180 -1.8033
O -0.4866 -0.0160 -2.4960
H 0.6402 -0.0667 2.6532
H 1.6874 -1.0336 0.4612
H -0.2954 0.0790 -3.4394
Ir -1.6552 0.8461 -0.6332
O -1.7316 0.1134 1.0205
H 0.7579 1.4529 1.5446
*
```

=====

(6)
Molecular formula: C3H5LaLiO3
Method: DFT, the ωB97M-V functional and the def2-TZVPD basis

Calculated values
Energy above the lowest of the compared OMol25 structures with the same formula, charge and spin = 213.25 kJ/mol
Orbital gap (spin up / spin down) = 5.461 / 5.335 eV
HOMO (spin up / spin down) = -10.0 / -9.9 eV
LUMO energy (spin up / spin down) = -4.503 / -4.568 eV

ORCA input file:
```
! wB97M-V def2-TZVPD RIJCOSX def2/J DEFGRID3
* xyz 1 1
O 0.2341 1.1717 -0.3725
C -0.2517 -0.0604 -0.7188
C 1.0418 1.0530 0.7891
O -1.4715 -0.0156 -1.1652
O -0.1428 -0.8861 0.4213
C 0.4741 -0.1806 1.4971
La -1.9325 -0.7577 -4.3934
H 0.9365 1.9711 1.3768
H 2.0949 0.9215 0.5030
H -0.2927 0.0578 2.2439
H 1.2560 -0.8124 1.9356
Li -2.1159 -1.5894 -0.3301
H 0.1695 -0.8728 -1.7868
*
```

=====

energy above the lowest of the compared OMol25 structures with the same formula, charge and spin of number 2 (C3H5IOS)?
210.62 kJ/mol

=====

Which of these has the highest energy above the lowest of the compared OMol25 structures with the same formula, charge and spin?
C3H5IrO3

=====

The highest energy above the lowest of the compared OMol25 structures with the same formula, charge and spin belongs to which entry?
C3H5IrO3

=====

energy above the lowest of the compared OMol25 structures with the same formula, charge and spin of number 1 (C3H5IOS)?
378.23 kJ/mol